ORCA calculation (the ωB97M-V functional and the def2-TZVPD basis) on C6H14O3Sm as an isolated structure at a distorted geometry.

XYZ file:
```
24
C6H14O3Sm, DFT the ωB97M-V functional and the def2-TZVPD basis
Sm -0.1478 -1.8936 -0.6863
O -1.1028 -1.8114 -2.2388
O 0.5134 -0.8849 1.1313
O -1.5848 -0.1470 -0.2251
C 2.7329 1.7813 -0.4052
C -2.2826 -1.0757 -2.2876
C 1.4882 -1.4083 2.0333
C -2.1580 0.2260 -1.4983
C -1.0328 0.8089 0.5780
C -0.2475 0.2059 1.6809
H 0.9897 -1.7862 2.9361
H 2.2033 -0.6177 2.2950
H 3.0979 0.7696 -0.6221
H -0.8787 -0.1980 2.4945
H 3.2532 2.5192 -1.0266
H 0.4319 0.9545 2.1119
H 2.8969 2.0012 0.6573
H -2.5569 -0.7989 -3.3223
H -3.1369 -1.6501 -1.8764
H 1.6358 1.8205 -0.6019
H -3.1243 0.7175 -1.3262
H -1.4597 0.9215 -1.9859
H -1.5382 1.7707 0.6606
H 2.0080 -2.2250 1.5238
```

## Properties
net charge: +2
maximum force: 5.55 eV/A
frontier orbital gap (spin up / spin down): 7.1 / 10.6 eV
energy above the lowest of the compared OMol25 structures with the same formula, charge and spin: 2.234 eV
DFT total energy: -1119.9647 a.u.
multiplicity: 7